DFT (the ωB97M-V functional and the def2-TZVPD basis) results for 2 unconnected molecules or ions with the total composition C18H29N3O3P at a distorted geometry.

Values from the calculation:
lowest unoccupied orbital energy = -0.1688 Ha
total charge = +1
E_HOMO = -12.038 eV
maximum force = 0.13110 hartree/bohr

```
54
Properties=species:S:1:pos:R:3:forces:R:3
C 4.712068 -3.474570 0.889339 -0.655 -0.800 -0.540
C 3.641620 -2.671204 -0.070633 0.334 -2.081 -1.412
O 3.361684 -1.287981 0.341375 -3.608 0.316 -0.973
P 1.620174 -1.006534 0.160400 -0.323 -5.814 3.397
O 0.937819 -1.975072 1.254019 1.885 4.095 -3.902
C 1.212561 0.827895 0.464316 0.830 1.870 0.379
C 0.265776 1.124794 1.779317 -1.039 0.227 -0.992
C -1.220986 0.393237 1.572143 -1.465 -1.739 1.504
C -1.642770 -0.668989 2.790881 -3.354 0.353 -3.665
C -3.068431 -1.477097 2.656893 2.615 3.613 -2.862
C -3.976261 -1.160863 1.311819 2.854 1.737 0.900
C -5.389272 -2.023872 1.173670 1.502 -0.828 -0.637
N -6.054128 -1.790878 -0.168168 1.147 -1.128 0.351
C -7.014034 -2.931360 -0.458126 -0.665 -0.127 -0.948
C -3.439010 -0.055465 0.225114 0.366 -1.905 2.793
N -2.115106 0.678637 0.370303 -0.837 -3.380 4.239
O 1.179539 -1.640047 -1.391808 1.001 3.293 1.962
C 0.855291 -0.597741 -2.373993 -0.707 -0.274 -2.445
C -0.773731 -0.418496 -2.379661 -0.479 -0.999 0.327
H 4.109068 -4.341076 1.445162 1.384 2.091 -1.010
H 5.448770 -4.041959 0.145315 -1.345 1.438 1.828
H 5.263879 -2.806874 1.675771 -1.028 -1.248 -1.743
H 2.671226 -3.364527 -0.119017 1.931 1.854 0.266
H 4.031103 -2.611602 -1.197114 -0.637 -0.116 2.537
H 2.251250 1.371750 0.688595 -2.170 -1.201 -0.648
H 0.740828 1.404001 -0.437521 1.069 -1.307 1.489
H 0.789812 0.827350 2.783266 -1.378 0.140 -2.065
H 0.077455 2.299468 1.832604 0.436 -2.508 -0.277
H -0.918377 -0.816916 3.712924 -1.602 0.382 -2.364
H -3.358028 -2.225446 3.511616 0.409 1.563 -2.033
H -6.106418 -1.895703 2.094883 1.428 0.227 -1.918
H -5.049193 -3.168125 1.186205 -0.409 2.288 0.345
H -5.295383 -1.806445 -0.914269 -1.244 -0.210 1.432
H -6.726303 -3.953175 0.034293 -0.381 1.872 -0.734
H -8.076838 -2.602918 -0.095893 1.981 -0.824 -0.768
H -7.015775 -3.112573 -1.632570 -0.239 0.470 2.580
H -4.109780 0.141463 -0.725397 1.769 -0.167 2.190
H -1.789645 1.363145 -0.358003 -0.568 -1.087 1.065
H 1.468676 0.393519 -2.277003 -1.217 -1.859 0.113
H 1.140700 -1.051341 -3.441102 -0.434 0.985 2.484
H -1.155941 0.686831 -2.346667 0.839 -1.998 -0.248
H -1.258553 -0.985487 -3.311401 1.167 1.493 1.980
H -1.180122 -1.013651 -1.428882 0.907 1.415 -2.022
N 2.308276 3.961371 -1.109109 0.758 0.282 0.260
C 2.412483 5.002227 -0.254058 -0.151 -0.649 -0.507
C 3.603787 5.651222 0.028336 0.170 -0.113 -0.127
C 4.761448 5.205009 -0.600325 0.014 0.000 -0.003
C 4.686604 4.133907 -1.484776 -0.027 0.181 0.154
C 3.448792 3.551714 -1.705648 -0.741 0.193 0.333
H 1.482258 5.311201 0.213786 0.087 0.045 -0.018
H 3.628470 6.484035 0.721927 -0.026 -0.086 -0.072
H 5.714059 5.687957 -0.402982 -0.126 -0.063 -0.028
H 5.570642 3.762097 -1.990248 -0.108 0.027 0.037
H 3.337966 2.715156 -2.389897 0.080 0.062 0.015
```
Forces are in eV/Å.

DFT (the ωB97M-V functional and the def2-TZVPD basis) results for a molecular structure, C18H29N3O4RbTa at a distorted geometry.

Values from the calculation:
lowest unoccupied orbital energy = -0.2949 Ha
total charge = +2
E_HOMO = -12.876 eV
ΔE to the lowest compared entry with this formula, charge and spin = 122.8 kJ/mol
maximum force = 0.07478 hartree/bohr

```
56
Properties=species:S:1:pos:R:3:forces:R:3
N 1.836453 -0.471286 -0.085412 0.192 0.738 -0.575
C 2.974180 -0.887601 -0.055758 2.400 -2.177 -1.274
O 4.040489 -1.413589 -0.226916 -3.137 2.020 0.929
Rb 2.667875 -0.614014 -3.355519 0.198 -0.118 -0.127
Ta -0.065276 -0.097276 -0.497546 1.194 0.063 1.176
N -0.454020 -1.556263 -1.792605 -0.161 0.293 0.090
N -0.196568 1.540986 -1.518182 -0.853 -0.677 0.200
C -0.323082 -3.055307 -1.471752 -0.200 0.495 -0.338
C 0.426566 2.900683 -1.687663 -0.140 0.142 0.151
C 0.848474 -3.623354 -2.274269 0.189 -0.191 -0.128
C -1.618193 -3.790516 -1.829744 -0.089 -0.189 -0.157
C -0.055240 -3.191139 0.010069 0.166 -0.191 0.065
C 0.098371 3.513158 -3.057978 0.000 -0.053 -0.020
C -0.137940 3.802308 -0.586223 0.106 0.176 0.226
C 1.930853 2.755061 -1.543593 0.419 0.099 0.025
H 0.744912 -3.452651 -3.358109 0.023 -0.132 0.341
H 0.871410 -4.711861 -2.121786 0.059 0.298 -0.116
H 1.824820 -3.242226 -1.928534 -0.292 -0.020 0.011
H -2.489832 -3.340131 -1.342810 0.138 -0.012 -0.060
H -1.550887 -4.829212 -1.481814 0.052 0.265 0.008
H -1.799948 -3.849027 -2.908804 0.039 0.102 0.192
H 0.852064 -2.655689 0.324728 -0.386 -0.244 0.008
H 0.113266 -4.254950 0.233243 -0.094 0.349 0.117
H -0.925565 -2.861405 0.597798 0.237 -0.049 0.004
H 0.408040 2.862454 -3.885060 -0.088 0.056 0.098
H 0.648219 4.458907 -3.162104 -0.123 -0.292 0.081
H -0.964314 3.759258 -3.163752 0.203 -0.093 0.001
H -1.232884 3.880779 -0.646456 0.370 0.094 0.028
H 0.287194 4.811086 -0.696212 -0.224 -0.290 0.067
H 0.133747 3.428151 0.410860 -0.051 0.091 -0.216
H 2.226792 2.249486 -0.611177 -0.125 0.180 -0.248
H 2.372735 3.762160 -1.536945 -0.027 -0.372 0.029
H 2.372520 2.223982 -2.408041 -0.178 0.161 0.278
C -1.655832 1.478184 -1.935593 0.853 0.603 0.069
H -2.109238 0.517223 -1.632099 -0.199 0.027 -0.122
H -2.220241 2.292449 -1.476629 0.065 -0.230 0.148
H -1.719047 1.598477 -3.022190 -0.156 -0.419 0.242
C -1.013654 -1.325045 -3.166536 0.172 0.095 0.395
H -2.090357 -1.530450 -3.144800 0.265 -0.058 -0.270
H -0.869288 -0.294516 -3.513482 0.037 -0.259 0.260
H -0.510547 -1.974196 -3.896064 -0.328 0.020 0.245
O -0.966785 2.288524 3.464555 0.250 -0.645 -1.269
C -0.617983 1.305107 4.329247 0.149 -0.383 0.199
C -0.773803 1.607671 5.684117 0.145 -0.336 -0.169
C -0.424901 0.674113 6.658120 -0.234 0.593 -0.499
C 0.076475 -0.568891 6.277846 0.079 -0.158 -0.205
C 0.228386 -0.871543 4.929954 0.087 -0.073 0.774
C -0.104124 0.038811 3.925895 -0.326 0.648 -0.780
C 0.120208 -0.438547 2.511315 1.122 -2.029 2.463
O 0.708958 -1.510884 2.314788 -1.177 2.087 -0.498
O -0.336458 0.319132 1.494128 -0.516 -0.122 -2.400
H -0.828712 1.921983 2.560705 -0.258 0.564 0.783
H -1.169960 2.590877 5.922255 0.082 -0.192 0.089
H -0.559995 0.957264 7.699818 0.099 -0.253 -0.153
H 0.350276 -1.294263 7.036953 -0.035 0.049 -0.172
H 0.621398 -1.832415 4.635757 0.004 -0.048 0.005
```
Forces are in eV/Å.

DFT (the ωB97M-V functional and the def2-TZVPD basis) results for a molecular structure, C18H30AuNO4PS4 at a distorted geometry.

Values from the calculation:
lowest unoccupied orbital energy (alpha / beta) = -0.2560 / -0.2562 Ha
total charge = +1
E_HOMO (alpha / beta) = -10.120 / -10.115 eV
maximum force = 0.10863 hartree/bohr

```
59
Properties=species:S:1:pos:R:3:forces:R:3
Au -0.193850 -1.779243 0.628675 -0.891 1.268 0.725
C -2.259704 3.133578 -2.032044 -0.206 0.313 0.562
C -2.950594 1.791205 -2.117583 0.251 -0.636 0.126
S -2.432950 0.697124 -0.746288 -1.512 -0.075 0.099
C -3.913790 0.670513 0.354086 0.742 0.257 -0.162
C -3.684731 1.558484 1.562958 0.380 -0.078 0.392
S -1.933557 1.361375 2.079082 -0.352 0.402 0.927
C -1.277346 3.052318 1.935835 -0.123 -0.453 -0.301
C -0.980519 3.500569 0.514629 -0.222 0.334 -0.100
S -2.506504 3.935600 -0.404980 0.276 0.202 -0.312
H -2.689094 3.815108 -2.766114 0.154 0.040 -0.070
H -1.188470 3.048558 -2.202398 0.035 0.025 -0.123
H -2.633254 1.264614 -3.018904 -0.352 0.225 -0.036
H -4.032918 1.890902 -2.093070 -0.014 0.018 -0.059
H -4.004305 -0.369815 0.669979 -0.123 0.050 -0.079
H -4.805203 0.962920 -0.198429 0.018 -0.118 -0.071
H -4.313858 1.262574 2.404138 -0.017 0.052 -0.058
H -3.845562 2.610601 1.330969 -0.017 -0.224 0.078
H -0.351872 3.026113 2.511018 0.018 0.117 0.078
H -1.972291 3.734451 2.421343 0.035 0.054 0.126
H -0.444716 2.732111 -0.036623 0.005 -0.015 0.004
H -0.375073 4.405683 0.559393 0.135 -0.019 -0.044
C 4.785452 1.920798 -1.942717 0.028 -0.014 -0.002
C 3.579856 1.038921 -2.012255 -0.060 -0.039 -0.033
C 3.607171 -0.146484 -2.740965 -0.113 -0.013 0.008
C 2.473166 -0.928383 -2.882003 0.161 -0.229 -0.077
C 1.295793 -0.509641 -2.296477 -0.378 -0.748 0.152
C 1.249253 0.647936 -1.540883 -0.233 0.252 0.285
C 2.390459 1.412598 -1.387905 -0.147 -0.126 -0.047
S -0.227748 -1.361596 -2.662482 -0.497 3.747 -2.282
O -1.242794 -0.323043 -2.710979 1.604 -1.813 -0.288
O -0.074261 -2.181194 -3.817076 0.371 -0.883 0.229
N -0.620307 -2.287448 -1.340018 0.632 -3.197 0.598
C -0.653711 -3.640837 -1.533614 -3.309 3.317 -1.760
C 0.841194 -4.345280 -0.925921 4.635 -1.558 2.701
O 1.213268 -5.209552 -1.648969 -1.439 0.442 -0.921
O 1.166596 -3.802300 0.108842 -0.832 -0.482 -1.001
H 5.666970 1.393406 -2.293682 0.125 0.014 0.019
H 4.959972 2.276286 -0.929016 0.030 0.018 0.040
H 4.642507 2.794858 -2.579422 0.003 0.035 -0.002
H 4.523148 -0.446223 -3.222522 0.136 -0.086 -0.085
H 2.486687 -1.838740 -3.457267 0.077 -0.128 -0.178
H 0.303770 0.942437 -1.110629 -0.091 0.145 0.152
H 2.357729 2.322355 -0.803781 -0.050 0.060 0.013
H -0.710551 -3.944928 -2.576527 0.318 -0.142 -0.001
H -1.356672 -4.154281 -0.879733 0.566 -0.275 0.548
C 0.155370 -0.531493 4.009343 -0.084 -0.140 -0.360
P 0.486854 -1.844667 2.790759 0.388 0.005 1.062
C 2.286775 -2.072900 2.867841 -0.122 -0.026 -0.223
C -0.152049 -3.348566 3.590260 -0.071 0.065 -0.238
H 0.592477 -0.798517 4.971714 0.066 -0.099 -0.052
H -0.918446 -0.398493 4.120563 0.006 0.079 -0.004
H 0.587225 0.403943 3.659647 -0.026 0.066 0.019
H 2.617254 -2.282141 3.886941 -0.078 0.050 -0.044
H 2.785139 -1.182146 2.489210 0.053 0.025 0.025
H 2.540805 -2.910916 2.220246 0.106 -0.031 0.011
H 0.373238 -3.541824 4.526490 0.002 0.060 -0.028
H -0.003130 -4.185305 2.908671 0.001 -0.080 0.073
H -1.218295 -3.241982 3.788651 0.005 -0.011 -0.011
```
Forces are in eV/Å.